Computed, not measured: 2 unconnected molecules or ions with the total composition C37H66BrFN2O6P, with ωB97M-V/def2-TZVPD.

Energy above the lowest of the compared OMol25 structures with the same formula, charge and spin   0.0 kcal/mol
Net charge   +1
LUMO energy   -2.284 eV

Last column: Löwdin charge in e.
Element x y z (Å)
C -5.211 -4.727 2.455  -0.141
C -3.944 -4.010 3.153  -0.264
C -2.627 -3.957 2.243  -0.223
C -2.719 -2.936 1.001  -0.200
C -1.526 -3.218 -0.048  -0.177
C -1.758 -2.283 -1.324  -0.142
C -1.186 -0.789 -1.225  -0.433
O -1.342 -0.140 0.058  -0.097
C -0.252 -0.339 0.950  -0.332
F -0.863 -0.571 2.263  -0.056
C 0.667 0.985 1.178  -0.527
Br -0.458 2.650 1.221  0.735
C 1.407 0.750 2.620  -0.275
C 0.751 1.576 3.825  -0.185
P 0.574 -0.591 -1.983  0.842
N 1.577 -1.778 -1.517  -0.322
C -2.142 0.093 -2.232  -0.282
C -2.162 -0.563 -3.697  -0.093
C -3.608 -1.245 -4.044  -0.157
O -3.346 -2.293 -5.015  -0.072
C -3.817 -3.565 -4.585  -0.395
C -4.679 -4.397 -5.675  0.010
O -3.536 -4.013 -3.452  0.051
O -1.640 1.424 -2.129  -0.138
C -2.373 2.459 -2.786  -0.308
C -3.917 2.214 -3.105  -0.133
C -4.707 3.644 -3.166  -0.175
C -6.234 3.539 -2.693  -0.092
C -6.661 4.672 -1.645  -0.386
O -5.949 5.627 -1.276  0.069
O -7.999 4.610 -1.114  0.004
C -1.683 3.008 -4.157  -0.107
C -0.179 3.510 -3.934  -0.141
C 0.416 3.906 -2.562  -0.036
C 1.875 4.417 -2.530  -0.072
C 2.724 4.542 -3.813  -0.046
C 2.162 4.145 -5.214  -0.214
C 2.966 4.273 -6.583  -0.099
C 0.693 3.628 -5.238  0.006
H -4.940 -5.383 1.561  0.072
H -6.038 -3.960 2.200  0.076
H -5.686 -5.425 3.240  0.071
H -3.680 -4.667 4.069  0.102
H -4.277 -3.005 3.580  0.106
H -2.510 -5.009 1.780  0.115
H -1.731 -3.726 2.910  0.105
H -3.698 -3.212 0.446  0.120
H -2.829 -1.842 1.303  0.108
H -0.482 -3.184 0.410  0.099
H -1.683 -4.308 -0.403  0.128
H -2.893 -2.248 -1.512  0.109
H -1.280 -2.807 -2.226  0.122
H 0.384 -1.264 0.760  0.133
H 1.514 1.072 0.423  0.083
H 1.561 -0.368 2.844  0.104
H 2.478 1.176 2.487  0.100
H 0.979 2.692 3.741  0.061
H 1.291 1.224 4.789  0.065
H -0.357 1.344 4.003  0.081
H 1.016 0.718 -1.612  0.008
H 0.563 -0.630 -3.418  0.028
H 1.071 -2.447 -0.921  -0.072
H -3.197 -0.076 -1.783  0.153
H -2.004 0.207 -4.545  0.121
H -1.395 -1.383 -3.880  0.095
H -4.206 -0.431 -4.576  0.118
H -4.176 -1.579 -3.115  0.128
H -4.708 -5.484 -5.338  0.093
H -5.700 -3.910 -5.806  0.093
H -4.114 -4.283 -6.677  0.098
H -2.341 3.381 -2.084  0.146
H -4.488 1.586 -2.343  0.114
H -4.035 1.734 -4.152  0.114
H -4.129 4.450 -2.572  0.119
H -4.660 3.994 -4.262  0.116
H -6.883 3.730 -3.632  0.133
H -6.531 2.488 -2.318  0.129
H -8.533 5.342 -1.517  0.125
H -1.821 2.305 -5.042  0.107
H -2.292 3.960 -4.415  0.127
H -0.261 3.826 -1.654  0.052
H 2.287 4.737 -1.511  0.087
H 3.787 4.950 -3.788  0.089
H 2.570 3.605 -7.415  0.078
H 2.815 5.361 -6.949  0.090
H 4.080 4.166 -6.370  0.077
H 0.239 3.349 -6.254  0.100
C 3.724 -1.287 6.573  -0.088
C 3.841 -1.000 5.077  -0.224
C 5.094 -1.578 4.421  -0.099
N 6.309 -0.640 4.374  -0.253
C 6.127 0.394 3.288  0.028
C 6.651 0.027 5.697  -0.097
C 7.291 -1.087 6.493  -0.149
C 8.185 -1.773 5.470  -0.139
C 7.569 -1.483 4.099  -0.079
H 4.457 -0.746 7.170  0.060
H 2.738 -0.986 6.935  0.086
H 3.843 -2.354 6.778  0.088
H 3.732 0.071 4.888  0.099
H 2.979 -1.483 4.604  0.116
H 4.879 -1.822 3.376  0.137
H 5.402 -2.505 4.913  0.136
H 5.235 0.981 3.507  0.101
H 6.026 -0.124 2.333  0.117
H 7.004 1.041 3.269  0.109
H 7.381 0.815 5.488  0.145
H 5.766 0.486 6.133  0.125
H 6.546 -1.789 6.872  0.109
H 7.853 -0.712 7.352  0.134
H 8.262 -2.845 5.662  0.124
H 9.198 -1.364 5.512  0.124
H 7.285 -2.381 3.548  0.136
H 8.251 -0.884 3.491  0.133

Computed, not measured: 3 unconnected molecules or ions with the total composition C2H7NO4, with ωB97M-V/def2-TZVPD.

Energy above the lowest of the compared OMol25 structures with the same formula, charge and spin   54.1 kcal/mol
Net charge   0
Structure (SMILES)   O=CNC=O.O.O
LUMO energy   0.503 eV

Last column: Löwdin charge in e.
Element x y z (Å)
O 0.368 -2.094 -0.979  0.074
C 0.092 -1.035 -0.486  -0.257
N 0.756 0.305 -0.677  0.063
C 2.153 0.307 -0.380  -0.357
O 2.644 0.666 0.622  0.091
H -0.755 -1.026 0.101  0.091
H 0.158 1.164 -0.607  0.151
H 2.949 0.158 -1.191  0.148
O -1.224 0.308 3.001  -0.049
H -0.881 0.999 3.539  0.014
H -0.406 0.035 2.556  0.028
O -3.331 1.000 -1.479  -0.087
H -3.459 1.543 -2.293  0.051
H -4.023 0.316 -1.495  0.039

Computed, not measured: a gas-phase ion, C4H10IN4 (charge +1), with ωB97M-V/def2-TZVPD.

Energy above the lowest of the compared OMol25 structures with the same formula, charge and spin   38.7 kcal/mol
Net charge   +1
Structure (SMILES)   N[N+](I)=C1NCCCN1
LUMO energy   -4.967 eV

Last column: Löwdin charge in e.
Element x y z (Å)
N 0.478 1.937 -2.555  0.038
N 0.520 2.105 -1.192  -0.453
I 1.406 3.875 -0.278  0.908
C 0.394 0.987 -0.385  -0.443
N -0.092 -0.078 -0.955  0.113
C -0.232 -1.374 -0.219  -0.070
C -0.830 -0.912 1.171  -0.125
C 0.331 -0.150 1.746  -0.185
N 0.697 0.940 0.881  0.079
H -0.114 2.569 -2.971  0.070
H 1.409 2.079 -2.953  0.115
H -0.424 0.079 -1.843  0.112
H 0.855 -1.709 -0.115  0.146
H -0.716 -2.214 -0.573  0.098
H -1.626 -0.218 0.851  0.130
H -1.212 -1.599 1.900  0.119
H 0.073 0.285 2.705  0.131
H 1.129 -0.935 1.911  0.149
H 0.992 1.855 1.297  0.067

Computed, not measured: 8 unconnected molecules or ions with the total composition C28H40ClN2O14, with ωB97M-V/def2-TZVPD.

Energy above the lowest of the compared OMol25 structures with the same formula, charge and spin   0.0 kcal/mol
Net charge   -1
LUMO energy   2.413 eV

Last column: Löwdin charge in e.
Element x y z (Å)
Cl -2.900 12.013 -32.393  0.647
O -3.466 10.674 -32.358  -0.377
O -1.650 12.004 -31.679  -0.357
O -2.681 12.391 -33.773  -0.367
O -3.843 12.912 -31.769  -0.363
O 0.131 7.733 -29.239  0.116
C 0.328 8.810 -28.761  -0.480
O 1.552 9.156 -28.286  0.013
C 1.571 10.501 -27.759  -0.143
C 0.260 11.137 -28.207  -0.153
C -0.630 9.982 -28.645  -0.070
H 2.446 10.964 -28.217  0.119
H 1.757 10.474 -26.685  0.119
H 0.451 11.873 -28.988  0.118
H -0.186 11.720 -27.400  0.102
H -1.100 10.152 -29.612  0.118
H -1.387 9.799 -27.883  0.125
O -3.459 17.721 -29.778  0.106
C -2.803 17.202 -30.638  -0.478
O -1.606 17.698 -31.016  0.044
C -1.080 16.945 -32.107  -0.145
C -1.750 15.561 -31.976  -0.134
C -3.088 15.887 -31.334  -0.068
H -0.010 16.757 -32.018  0.124
H -1.205 17.379 -33.100  0.109
H -1.166 14.952 -31.284  0.117
H -1.835 14.989 -32.896  0.093
H -3.514 15.179 -30.634  0.094
H -3.838 16.138 -32.088  0.105
O -4.571 10.158 -37.205  0.116
C -3.628 9.528 -36.830  -0.486
O -2.843 8.829 -37.685  0.014
C -1.879 8.038 -36.970  -0.156
C -2.334 8.034 -35.506  -0.142
C -3.140 9.320 -35.410  -0.077
H -0.901 8.495 -37.130  0.122
H -1.871 7.041 -37.408  0.117
H -1.486 7.977 -34.828  0.116
H -2.967 7.166 -35.318  0.114
H -2.537 10.174 -35.097  0.115
H -4.006 9.279 -34.755  0.118
O -2.441 15.189 -25.844  0.117
C -2.850 14.534 -26.757  -0.475
O -2.218 13.388 -27.138  0.005
C -2.840 12.818 -28.309  -0.148
C -4.265 13.385 -28.241  -0.151
C -4.016 14.781 -27.700  -0.069
H -2.913 11.741 -28.426  0.119
H -2.307 13.252 -29.159  0.117
H -4.824 12.776 -27.528  0.121
H -4.774 13.414 -29.204  0.102
H -4.821 15.222 -27.116  0.128
H -3.691 15.509 -28.446  0.105
O -1.870 16.130 -35.236  0.084
C -3.065 16.118 -35.076  -0.485
O -3.759 17.074 -34.465  0.026
C -5.163 16.728 -34.354  -0.125
C -5.263 15.231 -34.737  -0.117
C -3.968 15.002 -35.532  -0.055
H -5.717 17.356 -35.049  0.121
H -5.434 16.920 -33.321  0.115
H -6.155 15.030 -35.320  0.112
H -5.215 14.652 -33.815  0.109
H -4.168 15.092 -36.602  0.133
H -3.536 14.023 -35.339  0.107
N 0.659 14.798 -35.552  0.014
C 0.686 13.507 -35.081  -0.116
C 1.853 12.942 -35.527  -0.124
C 2.546 13.914 -36.292  -0.131
C 1.804 15.070 -36.235  -0.154
H -0.085 15.450 -35.342  0.092
H -0.134 13.208 -34.447  0.098
H 2.191 11.937 -35.331  0.083
H 3.444 13.793 -36.874  0.080
H 1.986 16.040 -36.667  0.099
N -6.433 9.814 -31.618  0.017
C -7.514 9.186 -32.151  -0.142
C -8.595 9.492 -31.352  -0.132
C -8.146 10.381 -30.355  -0.126
C -6.782 10.513 -30.505  -0.130
H -5.514 9.848 -32.035  0.112
H -7.437 8.544 -33.010  0.101
H -9.606 9.180 -31.560  0.081
H -8.738 10.897 -29.617  0.082
H -6.043 11.131 -30.027  0.098

- Which formula does entry 4 have?
  C28H40ClN2O14

- Which of these has the highest LUMO energy?
  C28H40ClN2O14

- Among the records above, which one has the highest LUMO energy?
  C28H40ClN2O14